Entry 1:
Formula: C4H11OS
Source: OMol25
Level of theory: ωB97M-V/def2-TZVPD

The geometry in XYZ format:
```
17
Properties=species:S:1:pos:R:3:forces:R:3:nbo_charge:R:1
O 1.2101 -0.6699 -0.8056 -0.33 0.24 0.41 -0.8156
H -1.6411 2.5257 1.5982 -0.14 -0.08 -0.05 0.1707
H 1.6064 -3.0713 0.0613 -0.03 -0.16 0.05 0.1917
H -0.0036 -3.7767 -0.2446 -0.02 0.07 -0.02 0.1792
H 0.7752 -0.1697 -0.0278 0.22 -0.51 -0.59 0.4832
C -0.0506 2.7874 0.2124 -0.33 0.39 -0.35 -0.6135
C 0.3669 -1.7784 -1.0666 0.22 0.44 0.03 -0.0597
H 0.4298 2.3066 -0.6420 -0.02 -0.13 0.07 0.2035
H 0.2121 -2.4782 0.9608 -0.09 0.01 -0.03 0.2285
H -0.4545 3.7520 -0.1375 0.12 -0.02 0.00 0.1660
H -1.9393 1.7341 0.0402 0.00 0.19 -0.05 0.1737
C 0.5374 -2.8536 -0.0095 0.27 -0.06 0.03 -0.6358
H -0.6783 -1.4504 -1.1080 -0.02 -0.06 -0.03 0.1655
H 0.7170 2.9947 0.9577 -0.01 -0.10 0.08 0.1976
H 0.6655 -2.1539 -2.0509 -0.12 -0.10 -0.02 0.1409
S -0.5757 0.3605 1.4657 -0.08 -0.01 0.27 -0.6638
C -1.1773 1.9412 0.7963 0.36 -0.09 0.20 -0.5121
```
Forces are in eV/Å.

Output
Net charge ... -1

***

Entry 2:
Formula: C23H42Cl3LuN2O4Si
Source: OMol25
Level of theory: ωB97M-V/def2-TZVPD

The geometry in XYZ format:
```
76
Properties=species:S:1:pos:R:3:forces:R:3:lowdin_charge:R:1
H -0.5830 5.6556 -3.3761 0.17 -0.10 0.09 0.0911
O -0.5070 1.7035 -1.5745 0.39 1.10 -0.41 -0.1931
C 1.2125 -0.3136 2.6878 -0.14 0.02 0.14 -0.0274
H -0.0378 2.6944 -12.0054 0.06 -0.13 0.32 0.1003
H 1.5495 -4.1077 -9.2504 0.32 0.35 -0.20 0.0749
H -2.1408 -2.7586 -3.5403 0.24 -0.21 0.07 0.0970
C -2.2947 0.0958 -6.8509 -0.37 0.17 -0.41 -0.1658
H -0.0163 0.5535 -3.7461 -0.38 -0.28 -0.12 -0.0874
H -2.3190 2.9087 -3.8221 0.18 0.24 0.42 0.0829
C 2.4298 -2.4391 -7.0190 -0.02 -0.15 0.18 -0.0347
H -2.4118 -1.0020 -6.8520 0.05 0.38 0.00 0.0432
C -0.8677 0.0704 -4.2445 0.45 0.16 0.20 -0.2079
H 2.4510 0.3326 -7.2292 -0.26 0.03 -0.09 0.1551
C 0.2494 2.1644 -11.0948 0.11 0.09 0.23 -0.0938
H 1.1177 2.8826 -1.9871 -0.36 0.10 0.03 0.0998
H -2.3633 0.4623 -7.8880 -0.07 -0.17 0.38 0.0162
H -1.5561 0.9659 -11.0169 0.49 0.01 0.07 0.1069
C -2.0984 3.5357 -2.9381 0.00 -0.08 -0.01 -0.0154
N -1.5636 -3.4594 -1.6512 -0.01 0.67 -0.05 -0.1726
H -1.6987 -2.2865 0.0515 0.23 -0.07 -0.30 0.1454
H 2.0112 -2.1434 -6.0515 0.17 -0.08 -0.12 0.0721
H -0.7408 -1.0089 -4.1083 0.01 0.28 -0.18 0.0141
H 2.1672 -3.4839 -7.2188 0.08 0.16 0.09 0.0721
N -0.6517 3.6720 -2.7153 -0.44 -0.19 -0.14 -0.1509
Cl 2.3756 1.4988 0.0043 0.00 0.11 0.16 -0.1268
H -0.3174 -4.9224 -0.7496 -0.32 0.18 -0.14 0.0787
H 1.6038 -3.4204 -10.8884 0.19 -0.14 0.31 0.0693
H -0.1636 2.6685 -7.2350 -0.06 -0.03 0.31 0.0325
C -0.1157 -0.0206 2.0521 -0.19 0.00 -1.02 -0.4283
C 1.7861 -1.9470 -9.3835 0.31 0.58 0.57 -0.1119
C 1.9256 -1.5437 -8.1057 -0.52 0.18 -1.07 -0.2259
C 1.4372 2.5023 -10.4351 -0.18 -0.13 0.16 -0.0822
C 2.0323 -3.3342 -9.8773 0.01 -0.55 -0.41 -0.1074
C -1.2740 0.3323 2.9392 -0.04 0.03 0.07 0.0008
O -1.1252 -1.2246 -1.6141 -0.77 -0.93 0.51 -0.2062
H -1.7700 -5.5224 -1.5992 -0.04 0.09 0.26 0.0847
C -0.3410 2.4156 -6.1782 -0.10 0.23 -0.10 -0.1378
H 0.2675 4.5092 -4.4467 -0.18 0.05 0.35 0.0749
C 1.0436 0.7472 -8.8132 0.30 0.02 0.16 -0.2092
H 1.5040 -1.3473 2.4474 0.06 0.34 -0.15 0.0924
O -0.3290 -0.0693 0.8289 0.38 -0.02 1.62 -0.1513
C 0.0421 4.7593 -3.3985 0.32 -0.08 0.00 -0.0295
H 0.9840 4.9427 -2.8722 -0.17 0.11 -0.17 0.0993
Lu 0.8206 -0.1049 -1.1520 0.64 -0.52 -0.41 0.9531
C -1.4096 -3.4504 -3.1040 0.30 -0.08 -0.02 -0.0267
C 1.5463 -0.1290 -7.6650 -0.06 0.24 0.01 -0.2669
H 1.1232 -0.2080 3.7737 0.12 -0.07 -0.24 0.0775
Si -0.7025 0.5852 -6.0070 0.33 -0.36 -0.43 0.3821
H -2.0302 -0.4589 2.8482 0.11 0.21 0.03 0.0989
H 1.9776 0.3871 2.3110 -0.29 -0.37 -0.09 0.0358
H 2.0589 3.3062 -10.8189 -0.08 -0.10 0.03 0.0987
H -0.3932 -3.1276 -3.3821 -0.30 -0.18 0.02 0.0989
C -1.4648 -2.2831 -1.0287 0.62 0.13 -0.19 -0.3359
O 0.5912 -0.2692 -6.6131 -0.27 -0.02 -0.05 -0.1795
H -2.5744 3.0879 -2.0540 0.24 0.14 -0.34 0.0989
H -1.7762 0.3691 -3.7274 -0.20 0.07 -0.13 0.0405
H -1.5957 -4.4738 -3.4466 0.07 0.35 -0.12 0.0905
H 3.5278 -2.3795 -6.9646 -0.25 -0.01 0.08 0.0970
C 0.0248 2.7392 -2.0603 -0.09 -0.82 0.11 -0.3169
C 1.8184 1.8251 -9.2724 -0.45 -0.46 -0.18 -0.0306
C -1.3832 -4.7291 -0.9550 -0.09 0.00 0.42 -0.0457
H 3.1092 -3.5700 -9.9617 -0.40 0.03 0.11 0.0844
H -0.7789 -0.3775 -9.0516 0.34 0.38 -0.28 0.1157
H -0.9584 0.4225 3.9772 -0.18 0.02 -0.05 0.0769
C -0.1666 0.4440 -9.4445 -0.02 0.15 -0.12 -0.0715
H -3.1408 0.5309 -6.2919 0.20 -0.18 -0.14 0.0331
Cl 2.2389 0.0349 -3.2585 0.01 0.08 0.21 -0.1559
H 0.5731 2.6561 -5.6126 -0.23 -0.07 -0.14 0.0375
H -1.9295 -4.7243 0.0019 0.17 0.00 -0.37 0.0957
H -2.5000 4.5419 -3.1102 0.03 -0.31 0.09 0.0900
H 2.7158 2.1020 -8.7161 -0.15 -0.08 -0.28 0.1171
Cl 1.6332 -2.5048 -0.6303 -0.23 0.24 0.21 -0.1858
H 1.5418 -1.2266 -10.1732 -0.09 -0.22 0.52 0.1046
C -0.5780 1.1723 -10.5664 -0.06 -0.12 0.20 -0.0755
H -1.1709 3.0470 -5.8169 0.29 -0.19 -0.09 0.0252
H -1.7167 1.2742 2.5942 0.04 -0.23 0.03 0.1008
```
Forces are in eV/Å.

***

Entry 3:
Formula: C3H10NO3S
Source: OMol25
Level of theory: ωB97M-V/def2-TZVPD

The geometry in XYZ format:
```
18
Properties=species:S:1:pos:R:3:forces:R:3:nbo_charge:R:1
H -2.5583 -2.4763 -1.4724 0.43 0.16 -0.44 0.4910
H -1.1897 1.0017 -1.1459 0.00 -0.11 -0.53 0.4568
C 0.8870 0.6265 1.4099 0.63 0.65 0.23 -0.5481
C 0.1488 0.1375 0.1694 -1.22 -0.20 0.47 -0.1633
O 1.8760 -0.4826 -1.3101 -0.22 0.02 -0.69 -0.5599
H 1.1724 2.9579 1.8220 -0.04 0.07 0.01 0.1567
N -0.2757 1.2358 -0.7692 0.69 -0.13 0.37 -0.6833
O -2.2845 -1.6396 -1.0689 -0.59 -0.36 0.38 -0.9645
H 0.4443 1.3521 -1.4871 -0.10 -0.01 -0.30 0.4593
H 0.8313 -0.0845 2.2291 -0.15 -0.44 -0.34 0.2693
O 0.7578 -2.1009 -0.1936 -0.23 -0.31 -0.58 -0.6425
H -2.9095 -1.6450 -0.3291 0.16 0.39 0.08 0.4770
H 1.1783 -2.7437 -0.7996 0.18 0.27 0.39 0.5233
H -0.7945 -0.2864 0.4883 -0.02 -0.41 0.00 0.2479
H -0.3773 2.1151 -0.2446 0.08 0.07 0.30 0.4500
H 1.9547 0.7457 1.1871 -0.28 0.31 0.12 0.2578
C 0.9963 -0.8629 -0.5920 0.42 0.05 0.75 0.7790
S 0.1426 2.1497 2.1069 0.27 -0.03 -0.24 -0.0066
```
Forces are in eV/Å.

Output
Net charge ... +1

***

Entry 4:
Formula: C12H16F8INO3Si
Source: OMol25
Level of theory: ωB97M-V/def2-TZVPD

The geometry in XYZ format:
```
42
Properties=species:S:1:pos:R:3:forces:R:3:nbo_charge:R:1
H -0.9198 -1.3271 -0.2839 0.07 -0.02 0.48 0.2753
C 1.7411 2.8222 -0.8591 -0.30 1.03 1.29 -0.2478
H 3.0598 1.6248 1.4733 -0.42 0.64 0.66 0.1940
C 1.9262 3.4451 1.6506 -1.15 0.40 -1.92 -0.2282
F -0.8066 -1.7274 -2.3008 -0.22 0.44 -0.59 -0.3204
C -0.3668 3.1797 0.6679 0.50 0.29 -0.02 -0.2429
C -0.7599 -1.8873 0.6336 -0.35 -0.90 -0.62 -0.5334
H 2.2998 1.0904 -2.0460 -0.32 0.37 0.01 0.1901
N 1.0884 3.2788 0.4167 0.42 -0.38 0.00 -0.4889
H 1.3361 4.0316 2.3647 0.04 -0.25 -0.04 0.2007
H -0.9872 2.2719 -1.1860 -0.32 -0.10 0.55 0.1722
H 2.7976 3.1022 -0.7783 -0.06 -0.20 0.25 0.2074
H 0.5959 1.0338 -1.4372 0.83 0.57 -0.70 0.1852
F -2.8974 -1.6183 -0.9397 -1.00 0.59 0.54 -0.2962
F -2.3026 -2.5541 -3.7038 -0.71 0.97 -0.98 -0.3038
H -0.5085 2.9832 1.7359 0.03 0.13 -0.13 0.2090
H -1.6384 -1.7296 1.3010 0.55 -0.21 -0.45 0.2512
C -0.6830 -3.3693 0.2193 -1.00 2.01 0.26 0.6618
F -0.3629 -4.0922 1.3100 -0.28 -0.75 -0.95 -0.3087
C -2.6731 -2.8440 -1.3912 0.19 -0.28 -1.12 0.5700
H -2.1577 2.0059 0.1623 0.01 0.50 -0.03 0.1969
C -1.6753 -2.7270 -2.5579 0.99 -1.69 0.33 0.5075
H 2.8150 4.0571 1.4188 -0.19 -0.35 0.04 0.2058
C -1.1002 2.0860 -0.0931 0.74 0.00 -0.61 -0.0538
H 2.7137 2.1707 3.1654 0.24 0.04 -0.24 0.1823
F 0.3834 -3.4724 -0.8231 -8.28 -2.77 -1.44 -0.4040
F -2.9557 -3.8215 0.7598 0.61 -0.21 -0.72 -0.2985
H 0.4675 -1.8317 2.3409 0.63 0.24 -0.51 0.2666
C 2.3006 2.0981 2.1492 1.88 -0.79 0.99 -0.0853
C 0.5375 -1.5233 1.2820 -0.06 -0.22 0.35 -0.8928
H -0.8249 4.1492 0.4430 -0.31 -0.05 -0.07 0.1883
C -2.0967 -3.7788 -0.2983 0.69 -0.21 -0.11 0.5831
F -3.8269 -3.3543 -1.9020 0.42 -0.02 0.75 -0.2987
H -1.1161 -3.6562 -2.6715 0.19 0.04 0.20 0.1539
C 1.6351 1.3392 -1.2025 -0.26 0.08 -1.60 -0.0960
Si 0.8162 0.2879 0.9443 0.63 1.39 0.03 2.3767
O 1.2128 1.2161 2.2706 -0.99 -1.18 -0.62 -0.9129
O -0.5605 0.8041 0.1691 0.08 -0.75 1.12 -0.9462
H 1.3894 3.4706 -1.6633 -0.30 -0.29 -0.32 0.1998
O 2.0347 0.5157 -0.1613 -0.27 -0.78 1.38 -0.9049
I 2.0194 -2.7653 0.2959 7.72 3.31 4.39 0.1912
F -1.9504 -4.9841 -0.8755 -0.66 -0.63 0.16 -0.3057
```
Forces are in eV/Å.

***

Entry 5:
Formula: C25H42BKO29
Source: OMol25
Level of theory: ωB97M-V/def2-TZVPD

The geometry in XYZ format:
```
98
Properties=species:S:1:pos:R:3:forces:R:3:lowdin_charge:R:1
H 19.7356 -4.7202 -14.1785 0.13 0.08 -0.22 0.0706
H 21.6070 -3.9335 -11.0933 -0.13 -0.21 -0.35 0.0985
C 23.6545 0.0117 -12.6305 -0.03 0.76 0.08 -0.3801
C 26.5181 -4.2007 -19.3681 -0.62 -0.03 -1.13 -0.0449
C 19.6050 -2.1873 -13.0113 0.84 1.66 -0.22 -0.6280
H 20.8382 -2.4129 -10.6681 0.56 0.31 0.10 0.1004
O 22.4899 -6.5836 -16.4454 0.46 0.22 -0.11 -0.0163
H 18.3170 -1.4740 -22.5873 0.37 0.27 0.31 0.0900
O 24.2848 -0.9488 -15.6994 0.73 1.21 0.78 0.2398
H 22.5027 -4.3985 -19.3591 -0.12 0.03 0.05 0.0945
C 19.8171 0.4769 -17.3220 -0.57 -0.18 0.96 -0.6237
H 27.7874 5.2975 -10.6062 -0.06 0.03 -0.13 0.1007
H 22.6233 -8.3380 -17.4491 0.52 -0.17 -0.23 0.0957
C 28.3610 -7.3357 -16.4614 -1.16 -0.71 1.35 -0.0596
O 28.4421 -6.1847 -17.2661 0.91 0.19 -0.31 0.0184
H 19.7082 -1.6544 -15.9102 -0.14 -0.28 0.00 0.0824
O 19.6733 -2.4210 -21.3671 -0.46 0.94 0.33 0.0034
H 18.3542 -3.1889 -22.7423 0.28 -0.14 -0.13 0.0963
H 26.4995 -4.8135 -20.2734 0.19 0.06 -0.04 0.1009
C 22.9010 -2.7376 -16.0630 0.75 0.44 0.45 -0.3547
C 24.1042 -1.8949 -16.5631 -0.36 -1.02 -0.65 -0.3917
H 19.3561 3.2234 -18.0697 -0.29 -0.01 0.27 0.0961
H 20.0152 -6.1818 -13.2243 0.09 0.19 0.08 0.0945
C 27.3317 -5.7995 -17.8776 -1.00 -0.27 -0.10 -0.6146
H 29.2980 4.5083 -11.0868 0.05 0.15 -0.60 0.0998
B 23.2659 -0.9752 -14.6290 0.21 -0.52 -1.17 -0.9053
H 19.3999 0.7396 -12.3428 -0.40 0.12 -0.33 0.1055
C 22.8014 0.9721 -13.5153 0.70 -1.17 -1.01 -0.4091
H 28.2146 4.9395 -18.2423 0.32 -0.05 0.02 0.0997
C 22.6002 -3.3807 -19.7330 -0.68 0.02 -0.89 -0.0009
H 23.1546 -3.3892 -20.6713 0.47 0.01 0.33 0.0964
O 26.2786 -6.3886 -17.8535 0.11 -0.12 0.02 0.1168
H 27.6967 -8.1169 -16.8348 0.17 0.20 -0.57 0.0936
C 24.5416 1.4015 -18.3265 -0.54 0.12 0.12 0.0033
O 20.5509 -0.6122 -17.4394 0.79 -0.23 -0.79 0.0185
O 22.5071 2.1015 -13.3012 -0.19 0.75 0.70 0.1556
H 28.8110 4.4434 -16.6259 -0.31 0.03 0.09 0.0902
H 19.8701 2.8592 -16.3412 -0.61 -0.27 -0.14 0.0966
O 18.7390 0.5345 -16.7815 -0.01 0.18 -0.11 0.1216
O 18.6594 -2.2447 -13.7258 -0.94 -0.97 -0.39 0.1515
O 22.4928 -3.7371 -16.5498 -0.31 -0.23 -0.17 0.1738
C 26.5034 4.3363 -12.7494 -1.93 0.43 0.22 -0.5993
H 19.0767 -2.0911 -17.5145 -0.06 0.24 -0.01 0.1120
C 25.0375 4.1877 -14.6676 -1.13 0.43 0.19 -0.0104
H 20.5069 0.8268 -13.7090 0.23 -0.57 0.39 0.0684
C 19.9669 -5.7761 -14.2370 -0.59 -0.64 0.71 -0.0357
C 19.7488 0.2043 -13.2283 -0.72 0.79 -0.49 -0.0198
H 21.0139 3.4194 -17.4733 -0.01 -0.09 -0.38 0.0884
O 21.2362 -5.9981 -14.8297 -0.26 0.02 -0.46 0.0005
O 20.2325 -1.0310 -12.7481 1.39 0.14 0.48 -0.0273
O 25.3475 2.3110 -17.5589 -0.24 0.01 0.57 0.0054
H 24.9686 4.8138 -15.5598 1.12 -0.07 -0.04 0.0999
O 21.3005 -3.8211 -22.0818 0.17 -0.12 -0.77 0.1309
O 27.5516 -4.6654 -18.5179 0.44 0.20 0.39 0.0234
O 20.3396 -7.2786 -16.4945 -0.03 0.17 -0.07 0.1187
O 25.6157 4.3783 -11.8990 0.93 -0.46 -0.04 0.0427
H 20.6613 -2.6566 -17.0387 0.19 0.48 -0.17 0.0755
H 24.2933 4.6634 -14.0290 -0.16 -0.80 0.40 0.0988
O 24.7347 -2.1077 -17.5617 0.03 0.14 0.11 0.1408
H 27.8953 -7.0663 -15.5054 0.21 0.10 -0.01 0.1000
H 23.8995 0.9163 -17.5936 0.18 -0.16 -0.09 0.0861
H 22.0998 -2.4730 -12.0061 0.13 0.11 0.34 0.0840
H 23.8910 1.9780 -18.9869 0.22 -0.01 -0.14 0.1017
O 20.4861 1.5103 -17.8168 0.72 -0.05 -0.28 -0.0020
C 21.2888 -2.9734 -11.4863 -0.68 0.39 -0.16 0.0064
C 19.0024 -2.3184 -22.6051 -0.47 -0.76 -0.53 -0.0483
C 22.8076 -7.2832 -17.6538 -1.19 -0.30 0.30 -0.0185
H 22.9888 -2.7289 -18.9682 0.31 0.00 -0.04 0.0627
C 26.5036 2.6662 -18.0672 1.08 0.57 -1.03 -0.6261
C 20.1084 2.8126 -17.4031 0.65 0.44 0.19 -0.0421
O 22.4722 -2.1420 -14.9408 -0.67 -0.26 0.13 0.2392
H 22.0922 -7.0212 -18.4342 0.15 0.24 -0.09 0.0922
C 19.9708 -1.8230 -16.9525 -0.81 -0.19 0.43 -0.0058
C 28.2174 4.4743 -11.1764 -0.40 -0.39 0.93 -0.0417
K 24.8517 2.3037 -9.6992 -0.20 -0.07 -0.77 0.9291
H 19.1616 -6.3258 -14.7238 0.20 0.12 -0.35 0.0932
C 28.3615 4.1021 -17.5556 0.26 -0.11 -0.80 -0.0409
H 19.6957 -2.2372 -23.4400 0.03 -0.01 0.04 0.0962
O 22.5688 0.3102 -14.6396 -0.28 0.24 0.39 0.2292
O 26.9817 2.3114 -19.1114 -0.04 -0.40 -0.27 0.1289
H 24.8672 3.1678 -14.9805 -0.57 -0.13 0.17 0.0925
C 21.2486 -6.6697 -15.9917 0.46 -0.03 0.29 -0.6174
O 21.3069 -2.8206 -20.0666 -0.03 0.06 0.40 -0.0023
O 24.0791 0.3153 -11.5375 0.16 0.01 0.44 0.0252
H 29.0277 3.3590 -17.9987 -0.18 0.04 -0.12 0.0971
H 29.3312 -7.7697 -16.2446 0.28 0.41 -0.40 0.0910
O 20.2197 -3.1880 -12.4243 -0.20 -1.42 0.17 -0.0013
H 19.0107 0.0973 -14.0277 -0.36 -0.26 0.52 0.0983
H 23.8239 -7.0245 -17.9193 0.10 -0.11 0.10 0.0757
H 25.1455 0.6950 -18.8866 0.03 0.00 0.10 0.0983
H 26.7584 -3.1760 -19.6285 0.13 0.01 0.08 0.0971
O 23.8836 -1.0811 -13.2901 0.06 0.13 0.47 0.2634
H 27.9052 3.5292 -10.7199 -0.03 0.08 0.08 0.0854
H 25.4973 -4.2315 -18.9927 0.28 -0.06 0.73 0.0776
C 20.8172 -3.0821 -21.2743 0.07 -0.32 0.83 -0.6311
O 26.3046 4.1892 -14.0327 1.58 0.48 -0.61 0.0324
O 27.0883 3.5632 -17.2729 -0.89 -0.06 1.62 -0.0223
O 27.7993 4.4859 -12.5258 0.60 -0.07 -0.29 0.0277
```
Forces are in eV/Å.

***

Entry 6:
Formula: CClN
Source: OMol25
Level of theory: ωB97M-V/def2-TZVPD

The geometry in XYZ format:
```
3
Properties=species:S:1:pos:R:3:forces:R:3:nbo_charge:R:1
N 1.3314 -0.0280 0.0242 -4.92 0.52 -0.40 -0.2938
C 0.1389 0.0479 -0.0355 5.66 -0.64 0.49 0.1223
Cl -1.4703 -0.0199 0.0113 -0.74 0.12 -0.09 0.1715
```
Forces are in eV/Å.

Output
Structure (SMILES) ... N#CCl

***

| no. | gap between HOMO and LUMO (eV) | HOMO level (eV) |
| --- | --- | --- |
| 1 | 6.95 | -2.7845 |
| 2 | 8.93 | -8.5517 |
| 3 | 10.62 | -13.8394 |
| 4 | 8.02 | -7.5158 |
| 5 | 7.90 | -9.5463 |
| 6 | 12.06 | -11.6290 |